1.
Below is the molecule C21H23N3O5 in a non-equilibrium geometry, with properties calculated with ωB97M-V/def2-TZVPD.

XYZ file:
```
52
Properties=species:S:1:pos:R:3:lowdin_charge:R:1
C -0.02691 -1.05843 3.54393 -0.121
H 0.56666 -1.10982 4.46572 0.129
H 4.03126 -2.32154 -0.57205 0.103
C -2.07780 0.93741 2.78867 -0.121
C 0.83064 -0.85660 -2.93116 -0.002
C 2.49263 1.94199 -4.56768 -0.247
H -2.78822 1.50544 3.40354 0.125
O 0.96043 1.39972 1.10259 0.062
H 0.74531 2.52766 -2.70175 0.110
C -0.75653 -0.13218 -1.29695 -0.189
H 1.82447 3.52559 -5.86082 0.077
C -0.64513 1.25875 3.24104 -0.110
H -4.43455 -1.26850 0.43126 0.136
C -1.49516 -1.33403 0.71912 -0.339
H 0.50708 2.66146 -5.05488 0.068
H 3.57608 -3.34434 1.91343 0.123
C 3.17736 -2.47340 1.43060 -0.099
H -4.33612 0.17681 1.43640 0.133
C -0.43824 1.18768 -1.56655 0.000
H 2.48526 -0.09502 -0.67893 0.112
C 0.51259 1.49070 -2.52324 -0.004
H -2.95787 -2.23537 2.02287 0.158
C -2.99232 0.12520 -0.26450 -0.417
C 2.58927 -0.78202 0.13428 0.013
O 2.30701 -1.73543 2.12932 0.036
C -3.74778 -0.54233 0.86986 -0.013
H 0.24838 -1.89614 2.90644 0.100
O -3.40557 0.95058 -1.03128 0.127
H -2.19876 1.25613 1.75305 0.115
C -2.66874 -1.22774 1.70584 -0.195
H 3.45125 1.80595 -5.07663 0.122
N 0.23714 0.18266 2.84984 -0.029
O 2.13348 0.63970 -4.14930 -0.051
C -0.12085 -1.15929 -1.98270 0.000
N -2.38827 -0.48341 2.92150 -0.114
H -0.59233 1.37217 4.32780 0.127
C 1.47777 2.54992 -5.53145 -0.063
H -0.92421 1.98336 -1.02685 0.123
H -0.29444 2.17512 2.76468 0.125
H -1.83182 -2.18042 3.97678 0.126
C 3.38899 -1.93995 0.19451 -0.036
H -1.72434 -0.64840 4.84990 0.120
C 1.00828 0.35837 1.74639 -0.390
C -1.53369 -1.13456 3.88816 -0.140
H 1.36153 1.90462 -6.39860 0.079
C 1.93603 -0.70202 1.33957 -0.190
H 2.65227 2.59634 -3.70228 0.116
C 1.16197 0.47135 -3.21359 -0.274
H 1.34284 -1.63771 -3.46984 0.121
O -0.53911 -2.06235 0.80888 0.121
N -1.72401 -0.43629 -0.29900 0.114
H -0.36320 -2.18737 -1.76598 0.121
```

Values from the calculation:
* SMILES: CCOc1ccc(N2C(=O)C[C@H](N3CCN(C(=O)c4ccco4)CC3)C2=O)cc1
* multiplicity: 1
* relative energy (zero: lowest compared OMol25 entry of this formula, charge and spin): 166.3 kJ/mol
* calculated total energy: -36858.249 eV
* orbital gap: 9.0 eV
* lowest unoccupied orbital energy: 0.7519 eV
* total charge: 0


2.
Below is a structure of composition C21H23N4O3RuS, with properties calculated with ωB97M-V/def2-TZVPD.

XYZ file:
```
53
Properties=species:S:1:pos:R:3:lowdin_charge:R:1
H 3.96201 -3.47624 -1.99636 0.091
H -0.57834 -3.94378 1.09763 0.124
C -1.25733 -3.17118 0.75855 -0.084
H 4.35122 1.39093 2.83472 0.094
H 2.47506 -3.38085 0.81407 0.132
H -0.97383 4.20353 -0.28388 0.129
O 0.20954 2.08189 -0.60892 -0.331
N -0.78872 -1.92596 0.71796 0.053
Ru 1.03779 -0.32018 0.79187 1.239
C 2.95521 -0.32756 -0.57997 -0.095
C -4.67939 2.98171 -0.17874 0.050
H 2.83296 0.22267 -1.50401 0.132
C 0.94150 0.25805 2.92698 -0.042
H 1.55932 -3.33844 -1.33380 0.135
H 2.90544 -3.47534 -3.41131 0.094
H 3.79905 1.36270 0.44336 0.136
H -5.15222 6.24147 0.22058 0.154
H -5.71402 2.66421 -0.15303 0.137
C 2.77610 -2.34405 0.72275 -0.042
C 2.05810 -2.44106 -1.71187 -0.385
C 2.57649 -1.68880 -0.50746 -0.284
C -2.55561 -3.45654 0.37616 -0.014
N -1.01141 0.27471 0.36807 -0.227
C 4.45826 0.30849 2.88102 -0.022
C 3.36989 -1.70546 1.80851 -0.034
H 3.77939 -2.00917 -2.96653 0.094
O -1.40990 0.84846 -2.05770 -0.240
C -4.37059 4.37296 -0.03312 -0.229
H -3.87110 1.02749 -0.48723 0.108
C 3.25227 -2.87860 -2.56875 -0.034
C -2.33975 2.54458 -0.39751 -0.187
N -5.34417 5.25314 0.12436 0.266
C -3.67145 2.08565 -0.36319 -0.007
H -2.94163 -4.46407 0.39848 0.119
H -6.31483 4.96966 0.14149 0.154
H 0.19721 -1.30970 -1.93944 0.047
O 0.90717 0.53461 4.01051 0.182
C 1.05339 -1.63846 -2.53426 -0.052
H 4.07735 -0.04839 3.83759 0.090
C -3.00864 4.81463 -0.06280 0.054
C -1.63711 -0.96415 0.30959 -0.491
S -1.04431 1.38615 -0.78447 0.559
C 3.52461 0.31860 0.53180 -0.055
N -2.89092 -1.13104 -0.05763 0.150
H 5.52659 0.08233 2.85625 0.108
H 0.66649 -2.25241 -3.34669 0.099
C -3.33800 -2.39087 -0.03480 -0.065
H 3.51990 -2.25418 2.73045 0.137
H 1.50689 -0.75705 -2.99047 0.090
H -4.36530 -2.53968 -0.34379 0.127
C 3.77993 -0.36542 1.72878 -0.302
C -2.01116 3.90129 -0.24436 -0.003
H -2.78939 5.86871 0.05053 0.138
```

Values from the calculation:
* multiplicity: 6
* relative energy (zero: lowest compared OMol25 entry of this formula, charge and spin): 0.0 kJ/mol
* calculated total energy: -47653.778 eV
* orbital gap (spin up / spin down): 9.0 / 5.9 eV
* lowest unoccupied orbital energy (spin up / spin down): -5.2941 / -8.9329 eV
* total charge: +2


3.
Below is the molecule C21H23NO, with properties calculated with ωB97M-V/def2-TZVPD.

XYZ file:
```
46
Properties=species:S:1:pos:R:3:lowdin_charge:R:1
C -0.36650 0.57465 -0.48434 -0.285
H 4.02010 -1.99237 2.88691 0.108
C -0.03481 -1.06505 1.99046 -0.228
C -3.30548 3.11329 -0.01431 -0.044
C 4.14577 -2.95803 -0.34667 -0.098
C -2.60686 3.44643 -2.66572 -0.080
C -2.82739 0.65369 -0.11804 -0.108
C -2.57165 2.18769 -2.09281 -0.041
H 0.08349 -0.31186 2.79056 0.130
H -0.60374 -2.57903 3.22294 0.115
C 2.37633 -2.82370 1.79702 -0.234
H -1.51007 -1.68788 0.57698 0.119
C 1.40770 -2.76036 2.95056 -0.192
H 4.83295 -3.00814 -1.17860 0.098
C -1.37443 -0.87022 1.28541 -0.146
H 1.91405 2.40004 -1.70776 0.117
H -0.34229 -1.25427 -1.67812 0.114
H -3.02271 5.52498 -2.36090 0.098
C -3.34533 4.37223 -0.58557 -0.087
H 1.78606 -2.04720 3.70562 0.117
C 0.04524 -0.27899 -1.46628 -0.029
H 1.35481 -3.74821 3.42201 0.126
C -2.99396 4.54215 -1.91371 -0.097
H -3.59996 0.54779 0.64617 0.120
N 0.07441 -2.42532 2.48295 -0.082
H 0.93950 -3.65954 0.46731 0.110
H -2.18457 -0.92178 2.01628 0.119
H 0.77476 -0.91399 1.27129 0.115
C -1.44489 0.46890 0.54518 -0.245
H -3.64979 5.22302 0.00687 0.100
C 1.96129 -3.32870 0.57091 -0.048
H -3.57895 2.98537 1.02397 0.113
H -1.29254 1.28679 1.25802 0.155
C 1.09879 0.37737 -2.14794 -0.058
C 3.68643 -2.38914 1.93786 -0.048
C -2.92049 2.00698 -0.76081 -0.233
C 1.24682 1.57983 -1.53293 -0.117
H -2.26752 1.33566 -2.68405 0.115
H 2.50362 -3.77903 -1.44649 0.100
O 0.36667 1.70635 -0.52483 0.057
C 4.56853 -2.46048 0.87334 -0.089
H 5.58711 -2.12164 0.99637 0.100
H 1.66294 0.00128 -2.97666 0.098
H -2.33105 3.57250 -3.70274 0.102
C 2.83834 -3.39031 -0.49563 -0.085
H -2.96675 -0.13017 -0.86422 0.126
```

Values from the calculation:
* SMILES: c1ccc(CNCC[C@H](Cc2ccccc2)c2ccco2)cc1
* multiplicity: 1
* relative energy (zero: lowest compared OMol25 entry of this formula, charge and spin): 80.1 kJ/mol
* calculated total energy: -25687.557 eV
* orbital gap: 9.2 eV
* lowest unoccupied orbital energy: 0.8935 eV
* total charge: 0


4.
Below is a cluster of 3 separate species, C21H24BBr2F16N2O8S2 in total in a non-equilibrium geometry, with properties calculated with ωB97M-V/def2-TZVPD.

XYZ file:
```
76
Properties=species:S:1:pos:R:3:lowdin_charge:R:1
H 1.72438 1.39751 0.60205 0.115
C -0.18405 -1.49794 -5.02385 -0.358
C 5.25190 -0.41894 5.10859 -0.075
S -0.91408 -1.29132 -3.31763 0.870
N 1.43795 5.56934 1.08360 -0.045
F 2.14804 -3.52218 -4.75890 0.133
C 3.62812 -1.67438 0.54493 -0.760
F 1.67143 -1.28629 -6.54392 0.086
H 0.48001 -1.54303 0.17276 0.122
C -6.98363 -3.19550 -3.36850 -0.058
H 6.02066 -2.18860 6.04537 0.125
F -9.69432 -1.65815 -0.01836 0.151
C -8.22871 -0.88984 -1.74372 -0.376
O -8.80010 -1.80288 -2.55065 0.018
F 2.38196 -2.06451 -3.04498 0.109
C -2.91574 0.19808 -0.62385 -0.607
H -6.46226 -3.53027 -4.26681 0.083
H -8.75114 -2.59575 -4.42730 0.122
F -8.52410 0.09822 0.40892 0.164
N -1.87966 -0.48195 -0.32534 0.092
C -0.16850 0.07645 -2.32225 -0.250
S -4.15063 1.13673 -1.18834 0.710
F -10.18323 0.22240 -0.96233 0.153
H 0.94461 -0.13559 -2.21942 0.119
H 5.18121 -0.87641 4.12048 0.062
C -9.15338 -0.55746 -0.57632 -0.520
H 2.06967 3.53164 1.24751 0.097
F 3.65098 -1.87726 -4.87244 0.093
F 3.72407 1.05222 9.90856 0.160
F 5.82313 0.89758 9.45306 0.155
H 2.34890 0.32172 -0.73433 0.118
H -0.07181 -0.26493 1.33946 0.106
C 2.34738 -2.19071 -4.42334 -0.370
C 1.63850 3.91718 -0.89829 -0.214
H -6.24722 -2.78327 -2.67549 0.082
Br 5.09600 -1.13292 -0.68674 0.779
F 1.71357 0.13165 -4.81201 0.132
C -0.61621 0.19761 -0.74052 -0.387
B -0.41888 2.38102 -1.81176 -0.771
H 2.23086 4.82760 -1.25925 0.094
C 0.32131 3.83833 -1.82834 -0.121
C -8.04274 -2.16729 -3.71545 -0.206
C 1.36850 -1.17280 -5.15978 -0.253
H -7.43576 -4.06021 -2.87667 0.081
C 0.43542 -0.41595 0.32400 -0.123
H -0.42189 4.62748 -1.44845 0.101
H 4.43157 0.29326 5.21843 0.070
H 0.27075 3.70668 0.86399 0.118
Br 2.16010 -0.91520 3.02252 0.819
H -7.60639 -1.28363 -4.18726 0.127
H 4.27310 -2.04476 6.16275 0.125
C 5.20620 -1.47693 6.19314 -0.199
H -1.57781 2.69214 -2.01616 0.079
F -0.50759 -2.79906 -5.46375 0.072
C 1.29605 4.13619 0.64379 -0.289
O -7.15800 -0.39009 -1.94199 0.148
O -0.53112 1.62150 -0.54160 -0.014
H 2.28548 3.00537 -1.11088 0.094
O -0.15509 1.39425 -2.88259 -0.029
C 4.32134 -0.32213 8.04980 -0.378
O 3.23618 -0.28096 7.53936 0.170
C 1.84961 0.30490 0.28910 -0.131
H 6.18085 0.15322 5.16982 0.085
C 2.90979 -0.43371 1.25385 -0.701
O -2.37137 -0.93457 -3.53636 -0.331
H 2.43611 5.74901 1.28251 0.058
H 0.58471 4.13997 -2.89417 0.096
O -0.92308 -2.56201 -2.50217 -0.320
F 2.75953 -2.50407 -0.16963 0.004
H 0.97688 5.61569 2.00051 0.050
F 3.95455 0.52444 1.50436 -0.115
F 4.78473 -0.77496 10.34021 0.155
F -0.86304 -0.63064 -5.90750 0.074
O 5.40417 -0.88831 7.48939 0.022
F 4.23605 -2.47711 1.55385 -0.074
C 4.66138 0.21695 9.43624 -0.522
```

Values from the calculation:
* multiplicity: 1
* calculated total energy: -247436.864 eV
* orbital gap: 6.2 eV
* lowest unoccupied orbital energy: 1.7347 eV
* total charge: -1


5.
Below is a structure of composition C21H24ClN5ORh in a non-equilibrium geometry, with properties calculated with ωB97M-V/def2-TZVPD.

XYZ file:
```
53
Properties=species:S:1:pos:R:3:lowdin_charge:R:1
C 1.37124 2.79735 -1.41913 -0.309
C -3.85300 0.12314 -0.33964 -0.116
H 3.41086 -4.12348 1.53369 0.104
H 4.42390 1.65291 5.16527 0.082
N -2.75434 0.51955 -0.99207 -0.016
N -0.54079 1.37591 -2.13018 -0.091
C 3.16324 -3.07297 1.61451 -0.094
C 1.90665 -1.45905 0.08351 -0.079
H 3.93283 -0.83045 4.11807 0.092
H -1.72944 -3.70917 0.41441 0.125
C -1.18154 -2.02327 1.61766 -0.202
C -1.81045 -2.62064 0.37301 -0.225
H -5.95306 -0.23927 -0.36775 0.118
C -1.63737 1.48251 -2.90667 -0.507
C 3.46085 -1.09242 3.17487 -0.180
N 0.64659 3.26932 -0.32825 -0.006
O -1.73475 2.07764 -3.96670 0.071
H -1.72691 -2.21883 -1.65174 0.102
Cl 2.23538 1.35899 3.06701 0.685
H -3.74488 -0.14166 0.70230 0.101
H -0.26176 -2.46946 -0.98650 0.075
C -4.07637 0.86944 -2.94812 0.032
H -0.14101 -2.33577 1.69293 0.100
C 0.51548 2.30421 -2.55119 -0.151
Rh -0.77531 0.24987 -0.46326 0.950
H 1.95552 -3.45677 -0.10375 0.121
C 2.29736 -2.63173 0.52140 -0.091
H 3.13860 2.45656 -2.37613 0.123
C 1.49445 -0.29084 -0.35013 -0.096
C -2.87122 0.90244 -2.27178 -0.167
H -0.50069 -0.16687 2.18154 0.076
C -5.20590 0.43752 -2.27787 -0.014
H 0.01128 3.15311 -3.02051 0.133
N -1.17043 -2.05043 -0.82111 -0.008
H -2.87321 -2.37999 0.33163 0.104
H 4.65858 3.45566 -0.79130 0.112
H -1.70186 -2.37366 2.51036 0.128
H -6.16408 0.39807 -2.77795 0.123
C 2.73037 -0.18876 2.55992 -0.433
C 2.70629 2.80215 -1.44163 -0.080
C 3.66821 -2.44951 2.68927 -0.093
N -1.18926 -0.54173 1.53368 -0.043
C 3.65187 3.02221 0.91221 0.181
H 1.37768 0.77960 4.07939 -0.108
H -2.07468 -0.17038 1.86239 0.086
C -5.09311 0.07373 -0.94221 -0.029
H 4.28338 -3.05956 3.33821 0.110
H 1.16125 1.86601 -3.31514 0.130
H -4.08781 1.20545 -3.97553 0.133
C 3.68371 3.13929 -0.40679 -0.230
H 0.86314 0.34349 0.34916 0.026
C -0.00417 3.70876 0.53513 0.072
H 2.10863 0.27178 -1.03851 0.072
```

Values from the calculation:
* multiplicity: 5
* relative energy (zero: lowest compared OMol25 entry of this formula, charge and spin): 1629.5 kJ/mol
* calculated total energy: -47172.308 eV
* orbital gap (spin up / spin down): 5.0 / 7.5 eV
* lowest unoccupied orbital energy (spin up / spin down): -3.3172 / -3.9919 eV
* total charge: +1


Which of these has the highest total charge?
C21H23N4O3RuS


Which value of total charge does entry 3 give?
0